A 11-piece molecular cluster, C41H62N4O7 overall at a distorted geometry. Source: OMol25; level of theory: wB97M-V/def2-TZVPD.

Calculated values
- energy (eV) = -63814.29886
- SMILES = c1ccncc1.c1ccncc1.c1ccncc1.c1ccncc1.CC(C)=O.CC(C)=O.CC(C)=O.CC(C)=O.CC(C)=O.CC(C)=O.CC(C)=O
- energy relative to the best compared isomer or geometry (same formula, charge and spin) (kJ/mol) = 24.1
- HOMO level (eV) = -9.319
- gap between HOMO and LUMO (eV) = 9.7

CARTESIAN COORDINATES (ANGSTROEM)
1 H 22.670570 -14.200268 8.207466
2 H 24.796437 -14.407070 6.549069
3 C 25.102275 -17.359912 8.590714
4 H 22.398457 -18.370523 15.597296
5 H 21.647396 -18.293647 7.386582
6 C 20.944006 -8.249048 12.708527
7 N 20.873827 -9.533237 6.465528
8 C 23.301641 -10.283498 9.803006
9 H 26.547119 -14.514160 6.394049
10 C 18.980450 -11.761278 15.802463
11 H 18.416634 -10.867723 8.391395
12 H 24.190671 -15.226570 16.944190
13 H 20.596040 -7.295574 13.110012
14 H 22.183911 -11.252075 15.306168
15 H 14.896191 -13.573623 8.826901
16 H 22.324395 -9.876856 9.528809
17 C 23.347093 -18.322733 13.629779
18 O 15.756820 -10.752091 10.026855
19 C 18.298719 -9.035079 7.397283
20 C 25.640470 -14.547526 4.537702
21 H 24.735121 -11.083566 6.840941
22 H 22.742425 -14.692752 12.440904
23 O 25.147874 -9.271029 8.658281
24 H 26.099495 -17.154883 8.962109
25 C 22.289341 -14.268045 11.551715
26 H 26.291352 -14.467272 10.850048
27 O 24.382238 -14.530403 14.453913
28 H 13.864015 -12.132370 9.017518
29 H 20.744962 -13.202166 12.569265
30 H 23.181458 -11.588856 7.565448
31 H 19.001745 -8.799217 9.998816
32 C 28.208354 -13.352938 8.284826
33 H 20.783823 -11.281321 7.608501
34 C 20.246201 -10.402789 7.256102
35 C 26.590476 -12.437843 10.239774
36 H 24.318561 -18.154739 10.452913
37 C 24.805143 -17.137065 7.253954
38 C 20.310617 -12.201258 15.259403
39 H 19.706657 -7.261479 10.514721
40 C 23.737993 -14.255475 16.714239
41 C 25.956826 -13.512912 3.486892
42 H 23.904001 -13.611320 17.574381
43 H 27.057289 -10.532873 9.392728
44 C 22.652596 -18.020529 7.691106
45 O 23.091513 -19.336788 13.028510
46 C 18.938275 -8.100658 6.612789
47 N 21.328478 -13.049478 9.260212
48 H 25.664279 -12.977434 6.014911
49 O 19.407987 -10.024923 12.254240
50 H 26.040835 -12.021396 11.076021
51 C 25.651133 -14.062614 5.968391
52 C 18.951516 -10.221810 7.710764
53 H 26.997323 -13.208846 3.627611
54 C 15.815647 -11.943497 9.843858
55 N 27.947002 -12.049009 8.306417
56 H 19.948495 -12.100965 10.523070
57 C 20.213326 -8.431202 6.146750
58 H 25.316499 -12.638823 3.628854
59 C 19.149472 -8.134116 10.848660
60 H 24.291325 -16.521148 12.893370
61 C 24.131637 -17.904078 9.414819
62 H 17.327179 -8.869341 7.851490
63 C 27.651152 -14.266017 9.167967
64 H 16.949816 -13.696031 10.232585
65 C 21.229485 -13.376499 11.615981
66 O 20.578562 -13.376075 15.176719
67 H 21.192643 -8.887336 13.546149
68 H 20.822404 -10.176622 14.982985
69 H 23.171643 -11.366053 9.863134
70 H 22.697677 -16.770152 14.988415
71 C 19.787719 -8.901769 11.972780
72 H 23.730683 -9.902390 10.723799
73 H 17.507362 -12.750820 8.837712
74 H 25.169722 -17.344394 14.189672
75 C 24.202774 -10.032212 8.621008
76 C 17.129862 -12.686443 9.866167
77 O 25.535787 -15.719269 4.261423
78 C 20.784915 -12.783692 10.437062
79 H 21.438895 -11.282941 13.681809
80 C 21.256401 -11.142042 14.742424
81 H 21.735831 -8.156521 11.965412
82 H 24.834618 -11.954093 14.358539
83 C 22.409222 -17.779457 14.682386
84 H 18.509715 -7.160784 6.294765
85 H 23.626748 -15.298421 10.195102
86 C 14.597357 -12.771256 9.503384
87 H 20.737117 -7.733507 5.498705
88 H 23.272797 -10.029541 6.707208
89 C 26.839998 -13.807266 10.189333
90 H 24.231392 -11.789036 16.050246
91 C 22.796856 -14.613705 10.305132
92 C 22.307653 -13.935863 9.197070
93 N 22.940452 -18.277506 8.962229
94 C 27.174310 -11.603737 9.298519
95 H 18.493185 -12.540684 16.377054
96 H 27.896958 -15.318919 9.091949
97 C 24.333361 -13.793896 15.409178
98 H 19.053850 -10.834912 16.377121
99 H 25.146291 -18.046866 12.561877
100 H 17.919794 -12.136040 10.367780
101 H 14.170647 -13.225155 10.397592
102 H 25.832232 -13.884838 2.474384
103 H 28.810365 -13.676143 7.441204
104 H 22.668355 -14.446611 16.607114
105 H 25.868099 -12.379388 15.751765
106 C 23.823974 -10.740624 7.321863
107 C 24.846255 -12.367968 15.362454
108 C 24.560604 -17.495064 13.296797
109 H 18.360671 -11.507516 14.932845
110 H 21.421900 -17.733473 14.224732
111 H 23.295317 -17.422229 5.734710
112 H 18.149787 -7.837488 11.177596
113 H 25.596634 -16.861377 6.569265
114 C 23.563044 -17.503902 6.779377

Atoms 1-2, force components in eV/Å:
0.077 0.197 -0.007
-0.028 -0.215 -0.149

Atomic partial charges in e from the Mulliken method, atoms 1 to 8: 0.50, -0.14, -0.16, 0.39, 0.37, -0.79, -0.33, -0.17